The following is a quantum chemistry calculation of a structure of composition C56H36LaN14O4, from OMol25.

Geometry (Å):
1 La 0.08979 -0.41397 -0.02954
2 C 3.97491 -0.06286 -5.75296
3 C 3.44182 -1.33722 -5.98807
4 C 2.36655 -1.80949 -5.25194
5 C 1.85306 -0.97951 -4.26640
6 C 0.72711 -1.13267 -3.32489
7 N -0.09267 -2.18852 -3.36259
8 C -1.20897 -2.24168 -2.64861
9 C -2.16536 -3.36284 -2.77947
10 C -2.17637 -4.49509 -3.57347
11 C -3.24950 -5.36416 -3.42766
12 C -4.27528 -5.10038 -2.51534
13 C -4.25515 -3.96076 -1.72203
14 C -3.18129 -3.10299 -1.87464
15 C -2.82185 -1.83548 -1.20626
16 N -3.54766 -1.32889 -0.23998
17 C -3.24551 -0.16387 0.37192
18 N -2.23119 0.65357 0.10737
19 C -2.33442 1.77935 0.89535
20 N -1.63626 2.88360 0.78400
21 C -0.64043 3.05843 -0.09712
22 N 0.02098 2.10443 -0.80790
23 C 0.90061 2.69895 -1.63370
24 N 1.70070 2.11152 -2.55517
25 C 1.57156 0.87855 -2.95423
26 N 0.64846 -0.05421 -2.54005
27 C 2.38057 0.28576 -4.03370
28 C 3.44665 0.76996 -4.77908
29 C 0.87995 4.13210 -1.41062
30 C 1.60179 5.19344 -1.96340
31 C 1.33008 6.46612 -1.50738
32 C 0.34425 6.69123 -0.52390
33 C -0.38335 5.65000 0.01229
34 C -0.10199 4.35757 -0.43962
35 C -3.47201 1.61088 1.79995
36 C -3.99557 2.39074 2.82662
37 C -5.10863 1.91139 3.49476
38 C -5.70166 0.68723 3.14325
39 C -5.18563 -0.08405 2.11658
40 C -4.05816 0.39200 1.45746
41 N -1.65283 -1.36759 -1.73012
42 H 4.81424 0.27514 -6.34845
43 H 3.87957 -1.95900 -6.75908
44 H 1.93746 -2.78773 -5.42400
45 H -1.37310 -4.69265 -4.27065
46 H -3.29298 -6.26908 -4.02099
47 H -5.09360 -5.80358 -2.42186
48 H -5.03636 -3.74602 -1.00519
49 H 3.84104 1.76102 -4.59653
50 H 2.35043 5.00860 -2.72332
51 H 1.87960 7.30839 -1.90985
52 H 0.15696 7.70481 -0.18985
53 H -1.14519 5.81490 0.76337
54 H -3.53617 3.33540 3.08949
55 H -5.53864 2.49122 4.30298
56 H -6.57428 0.34644 3.68704
57 H -5.62909 -1.02960 1.83218
58 N 2.86274 0.22865 -0.31800
59 C 3.61432 -0.20602 0.86999
60 C 3.10316 -1.54049 1.40044
61 O 3.86102 -2.20455 2.12243
62 N 1.86826 -1.86527 1.01088
63 C 1.45457 -3.17987 1.46725
64 C 0.10454 -3.59899 0.90365
65 O -0.22556 -4.77614 0.91386
66 O -0.64176 -2.62561 0.46053
67 H 3.03279 -0.43820 -1.06585
68 H 3.19270 1.12382 -0.66265
69 H 3.48770 0.54354 1.65442
70 H 4.68638 -0.31402 0.68939
71 H 1.36484 -3.22668 2.56306
72 H 2.18854 -3.95145 1.22179
73 C -2.64655 4.75045 13.37468
74 O -1.61980 5.16691 12.49583
75 C -1.51905 4.51916 11.30242
76 C -2.35839 3.49113 10.89728
77 C -2.15869 2.90560 9.64935
78 C -1.14035 3.32132 8.80944
79 C -0.30715 4.36051 9.23438
80 C -0.49175 4.95304 10.46306
81 C -0.90318 2.72092 7.48720
82 N -0.09523 3.21262 6.58027
83 C -0.18170 2.33326 5.52020
84 C -1.04402 1.31471 5.79702
85 N -1.52348 1.57765 7.06342
86 C -1.34210 0.25580 4.88032
87 C -2.23253 -0.79295 5.13608
88 C -2.44587 -1.73482 4.16709
89 C -1.77384 -1.61111 2.94553
90 N -0.93279 -0.62505 2.68380
91 C -0.69906 0.29849 3.63391
92 C 0.23294 1.39233 3.31351
93 N 0.79287 1.40453 2.08821
94 C 1.60133 2.40146 1.77968
95 C 1.91459 3.44769 2.65253
96 C 1.34790 3.44862 3.89937
97 C 0.48486 2.40609 4.24806
98 H -2.55778 5.37144 14.26147
99 H -2.52624 3.70069 13.65552
100 H -3.63304 4.89549 12.92637
101 H -3.16516 3.14072 11.52317
102 H -2.83917 2.11821 9.34631
103 H 0.48753 4.69057 8.57948
104 H 0.15066 5.75596 10.79869
105 H -2.15644 1.01503 7.60054
106 H -2.75148 -0.85515 6.08606
107 H -3.12362 -2.56345 4.31721
108 H -1.92120 -2.32377 2.14138
109 H 2.00868 2.38988 0.77686
110 H 2.57406 4.23721 2.31959
111 H 1.53868 4.23664 4.61649

For the relative energy (zero: lowest compared OMol25 entry of this formula, charge and spin), the calculation gives 0.0 kcal/mol. Its LUMO energy (alpha / beta) is 1.12 / 1.12 eV. The value obtained for the HOMO energy (alpha / beta) is -0.1427 / -0.1427 Eh. As for the HOMO-LUMO gap (alpha / beta): 5.004 / 5.005 eV. Its charge is -1.

Here are the Löwdin charges for atoms 1 to 99, given in e: atom 1 (La): 2.035, atom 2 (C): -0.091, atom 3 (C): -0.090, atom 4 (C): -0.016, atom 5 (C): -0.105, atom 6 (C): -0.287, atom 7 (N): 0.198, atom 8 (C): -0.280, atom 9 (C): -0.095, atom 10 (C): -0.011, atom 11 (C): -0.085, atom 12 (C): -0.085, atom 13 (C): -0.010, atom 14 (C): -0.098, atom 15 (C): -0.286, atom 16 (N): 0.208, atom 17 (C): -0.305, atom 18 (N): 0.025, atom 19 (C): -0.309, atom 20 (N): 0.209, atom 21 (C): -0.322, atom 22 (N): 0.036, atom 23 (C): -0.312, atom 24 (N): 0.189, atom 25 (C): -0.325, atom 26 (N): 0.025, atom 27 (C): -0.111, atom 28 (C): -0.020, atom 29 (C): -0.119, atom 30 (C): -0.030, atom 31 (C): -0.104, atom 32 (C): -0.103, atom 33 (C): -0.028, atom 34 (C): -0.123, atom 35 (C): -0.109, atom 36 (C): -0.020, atom 37 (C): -0.095, atom 38 (C): -0.096, atom 39 (C): -0.023, atom 40 (C): -0.116, atom 41 (N): 0.040, atom 42 (H): 0.095, atom 43 (H): 0.095, atom 44 (H): 0.111, atom 45 (H): 0.110, atom 46 (H): 0.095, atom 47 (H): 0.095, atom 48 (H): 0.109, atom 49 (H): 0.108, atom 50 (H): 0.105, atom 51 (H): 0.090, atom 52 (H): 0.091, atom 53 (H): 0.106, atom 54 (H): 0.111, atom 55 (H): 0.093, atom 56 (H): 0.092, atom 57 (H): 0.110, atom 58 (N): -0.049, atom 59 (C): -0.185, atom 60 (C): -0.600, atom 61 (O): -0.026, atom 62 (N): -0.127, atom 63 (C): -0.175, atom 64 (C): -0.651, atom 65 (O): 0.016, atom 66 (O): -0.291, atom 67 (H): 0.078, atom 68 (H): 0.069, atom 69 (H): 0.097, atom 70 (H): 0.112, atom 71 (H): 0.124, atom 72 (H): 0.120, atom 73 (C): -0.089, atom 74 (O): -0.083, atom 75 (C): -0.283, atom 76 (C): -0.019, atom 77 (C): -0.028, atom 78 (C): -0.155, atom 79 (C): -0.014, atom 80 (C): 0.005, atom 81 (C): -0.275, atom 82 (N): 0.191, atom 83 (C): -0.168, atom 84 (C): -0.128, atom 85 (N): 0.183, atom 86 (C): -0.076, atom 87 (C): -0.003, atom 88 (C): -0.025, atom 89 (C): -0.099, atom 90 (N): 0.095, atom 91 (C): -0.130, atom 92 (C): -0.128, atom 93 (N): 0.078, atom 94 (C): -0.149, atom 95 (C): -0.021, atom 96 (C): 0.010, atom 97 (C): -0.073, atom 98 (H): 0.090, atom 99 (H): 0.094

=====

The following is a quantum chemistry calculation of a structure of composition C56H41AsF3O3P2RhS at a distorted geometry, from OMol25.

Geometry (Å):
1 Rh 0.37137 0.16115 -0.23141
2 O -3.12360 -0.21669 -0.25982
3 S -2.07894 0.64970 0.28816
4 C -2.55433 2.35476 -0.07814
5 C -3.78822 2.86724 0.28029
6 C -4.11973 4.15924 -0.10050
7 C -3.22358 4.92639 -0.83253
8 C -1.99431 4.40554 -1.20412
9 C -1.65961 3.10180 -0.84459
10 P -0.10414 2.34270 -1.38178
11 C 0.89925 3.68686 -2.03292
12 C 0.90609 3.96048 -3.40135
13 C 1.58881 5.07380 -3.86333
14 C 2.27501 5.89187 -2.97550
15 C 2.28955 5.59807 -1.61767
16 C 1.60632 4.49373 -1.14009
17 C -0.51386 1.24399 -2.76194
18 C 0.55994 0.54089 -3.34114
19 C 0.32822 -0.32165 -4.39718
20 C -0.96613 -0.49929 -4.87097
21 C -2.03005 0.18472 -4.29237
22 C -1.81461 1.04809 -3.23231
23 C -2.21796 0.67465 2.07966
24 C -3.47877 0.58055 2.64965
25 C -3.60447 0.66630 4.02518
26 C -2.47490 0.83299 4.81768
27 C -1.21492 0.86351 4.24469
28 C -1.06839 0.76615 2.86096
29 P 0.61248 0.60931 2.14367
30 C 1.46674 2.12876 2.61002
31 C 0.77033 3.32110 2.79682
32 C 1.46320 4.47293 3.13751
33 C 2.84472 4.44279 3.26558
34 C 3.54472 3.26326 3.04215
35 C 2.86006 2.10873 2.70753
36 C 1.41216 -0.69992 3.12040
37 C 1.91948 -0.47440 4.40073
38 C 2.50233 -1.51862 5.09898
39 C 2.59678 -2.78193 4.52718
40 C 2.11320 -3.00589 3.24735
41 C 1.52689 -1.96394 2.54922
42 H -4.49290 2.27271 0.84285
43 H -5.08360 4.56492 0.17518
44 H -3.48702 5.93254 -1.12950
45 H -1.30452 5.00099 -1.78729
46 H 0.37789 3.32108 -4.09634
47 H 1.58715 5.29974 -4.92124
48 H 2.81044 6.75569 -3.34592
49 H 2.84563 6.22471 -0.93341
50 H 1.63195 4.23926 -0.08669
51 H 1.57330 0.71158 -2.99498
52 H 1.15662 -0.84482 -4.85602
53 H -1.14830 -1.16597 -5.70348
54 H -3.03381 0.05143 -4.67279
55 H -2.64550 1.57611 -2.78206
56 H -4.33909 0.40678 2.01606
57 H -4.58585 0.59811 4.47484
58 H -2.57495 0.90614 5.89244
59 H -0.33834 0.94151 4.87278
60 H -0.30855 3.34835 2.68934
61 H 0.92630 5.39693 3.30718
62 H 3.38247 5.34275 3.53287
63 H 4.62305 3.24268 3.12466
64 H 3.40013 1.18723 2.52460
65 H 1.88413 0.51291 4.84295
66 H 2.89683 -1.34302 6.09075
67 H 3.06453 -3.58677 5.07836
68 H 2.20130 -3.97845 2.78075
69 H 1.18671 -2.13047 1.53717
70 C 3.00005 -5.64743 -0.37565
71 C 1.72395 -5.81414 0.14762
72 C 0.78700 -4.79800 0.03926
73 C 1.13474 -3.61452 -0.60462
74 C 2.41891 -3.43116 -1.10504
75 C 3.35098 -4.45283 -0.98651
76 As -0.23580 -2.24767 -0.92280
77 C -1.70877 -2.90654 0.13959
78 C -1.90854 -2.75669 1.49996
79 C -3.07116 -3.24240 2.07892
80 C -4.03120 -3.85854 1.28647
81 C -3.81715 -4.03846 -0.07142
82 C -2.64503 -3.57582 -0.66047
83 C -2.24863 -3.76227 -2.06454
84 C -2.90197 -4.57415 -2.98776
85 C -2.35032 -4.78544 -4.24121
86 C -1.14398 -4.19092 -4.59311
87 C -0.48766 -3.36747 -3.68922
88 C -1.04444 -3.15244 -2.44211
89 H 3.72003 -6.45164 -0.30132
90 H 1.45791 -6.73696 0.64640
91 H -0.20577 -4.92524 0.45287
92 H 2.69820 -2.49306 -1.56372
93 H 4.35487 -4.30445 -1.36194
94 H -1.16345 -2.26539 2.11625
95 H -3.22983 -3.13227 3.14397
96 H -4.95095 -4.20939 1.73559
97 H -4.56526 -4.53804 -0.67249
98 H -3.82715 -5.06461 -2.71595
99 H -2.84881 -5.43928 -4.94412
100 H -0.71301 -4.37967 -5.56701
101 H 0.46184 -2.91903 -3.95560
102 F 5.24305 0.19647 -0.03279
103 C 4.52369 1.02985 -0.78752
104 F 4.81254 2.28255 -0.43731
105 F 4.86097 0.85170 -2.06592
106 C 3.01679 0.73389 -0.59585
107 O 2.28425 1.67605 -0.21545
108 O 2.61601 -0.41896 -0.83224

Its LUMO energy (alpha / beta) is -5.14 / -8.40 eV. The value obtained for the HOMO energy (alpha / beta) is -0.4736 / -0.4738 Eh. As for the HOMO-LUMO gap (alpha / beta): 7.746 / 4.494 eV. Its expectation value of S² is 6.02. The multiplicity is 5. Its charge is +2.

Here are the Löwdin charges for atoms 1 to 99, given in e: atom 1 (Rh): 0.609, atom 2 (O): -0.404, atom 3 (S): 0.849, atom 4 (C): -0.342, atom 5 (C): -0.033, atom 6 (C): -0.020, atom 7 (C): -0.024, atom 8 (C): -0.037, atom 9 (C): -0.337, atom 10 (P): 1.095, atom 11 (C): -0.361, atom 12 (C): -0.066, atom 13 (C): -0.048, atom 14 (C): -0.040, atom 15 (C): -0.045, atom 16 (C): -0.078, atom 17 (C): -0.381, atom 18 (C): -0.107, atom 19 (C): -0.067, atom 20 (C): -0.042, atom 21 (C): -0.023, atom 22 (C): -0.053, atom 23 (C): -0.361, atom 24 (C): -0.063, atom 25 (C): -0.025, atom 26 (C): -0.024, atom 27 (C): -0.050, atom 28 (C): -0.337, atom 29 (P): 1.060, atom 30 (C): -0.370, atom 31 (C): -0.085, atom 32 (C): -0.063, atom 33 (C): -0.049, atom 34 (C): -0.043, atom 35 (C): -0.096, atom 36 (C): -0.343, atom 37 (C): -0.086, atom 38 (C): -0.045, atom 39 (C): -0.040, atom 40 (C): -0.041, atom 41 (C): -0.102, atom 42 (H): 0.114, atom 43 (H): 0.126, atom 44 (H): 0.125, atom 45 (H): 0.116, atom 46 (H): 0.112, atom 47 (H): 0.119, atom 48 (H): 0.119, atom 49 (H): 0.118, atom 50 (H): 0.101, atom 51 (H): 0.107, atom 52 (H): 0.123, atom 53 (H): 0.123, atom 54 (H): 0.125, atom 55 (H): 0.115, atom 56 (H): 0.120, atom 57 (H): 0.124, atom 58 (H): 0.124, atom 59 (H): 0.109, atom 60 (H): 0.107, atom 61 (H): 0.115, atom 62 (H): 0.117, atom 63 (H): 0.120, atom 64 (H): 0.117, atom 65 (H): 0.109, atom 66 (H): 0.119, atom 67 (H): 0.119, atom 68 (H): 0.111, atom 69 (H): 0.045, atom 70 (C): -0.060, atom 71 (C): -0.065, atom 72 (C): -0.093, atom 73 (C): -0.368, atom 74 (C): -0.109, atom 75 (C): -0.057, atom 76 (As): 1.370, atom 77 (C): -0.349, atom 78 (C): -0.104, atom 79 (C): -0.058, atom 80 (C): -0.042, atom 81 (C): 0.006, atom 82 (C): -0.190, atom 83 (C): -0.180, atom 84 (C): 0.001, atom 85 (C): -0.045, atom 86 (C): -0.060, atom 87 (C): -0.105, atom 88 (C): -0.282, atom 89 (H): 0.114, atom 90 (H): 0.114, atom 91 (H): 0.106, atom 92 (H): 0.078, atom 93 (H): 0.114, atom 94 (H): 0.090, atom 95 (H): 0.114, atom 96 (H): 0.116, atom 97 (H): 0.117, atom 98 (H): 0.116, atom 99 (H): 0.117

=====

Among the records above, which one has the highest charge? C56H41AsF3O3P2RhS